The following is a DFT calculation (the ωB97M-V functional and the def2-TZVPD basis) of a cluster of 2 separate species, C4H14N2O in total in a non-equilibrium geometry.

## Properties
- multiplicity = 1
- gap between HOMO and LUMO (eV) = 9.578
- E_tot (a.u.) = -345.49116
- energy relative to the best compared isomer or geometry (same formula, charge and spin) (kcal per mole) = 53.35

Each atom is followed by the atoms it is bonded to, with distances in Å.
Positions of all 21 atoms, in Å:
1 C -1.8744 1.5387 -1.2003  C2 1.547, H7 1.138, H8 1.067, H9 1.125
2 C -0.9015 0.4396 -1.6896  C1 1.547, C3 1.512, H10 1.103, H11 1.164
3 C 0.3723 0.4720 -0.8765  C2 1.512, N4 1.372, H12 1.100, H13 1.154
4 N 0.2604 -0.2241 0.3005  C3 1.372, C5 1.436, H14 1.021
5 C 0.9729 -1.4682 0.3809  N4 1.436, N6 1.427, H15 1.132, H16 1.066
6 N 0.4597 -2.4219 1.3093  C5 1.427, H17 0.987, H18 1.024
7 H -1.1271 2.3952 -1.2559  C1 1.138
8 H -2.3917 1.3987 -0.2771  C1 1.067
9 H -2.5446 1.7720 -2.0728  C1 1.125
10 H -1.4381 -0.5084 -1.8627  C2 1.103
11 H -0.6237 0.6151 -2.8060  C2 1.164
12 H 0.5728 1.5523 -0.8360  C3 1.100
13 H 1.2665 0.0364 -1.4608  C3 1.154
14 H -0.7281 -0.3342 0.5298  N4 1.021
15 H 0.9750 -1.8800 -0.6741  C5 1.132
16 H 2.0225 -1.3614 0.5347  C5 1.066
17 H 0.8773 -3.3051 1.1671  N6 0.987
18 H 0.3595 -2.2266 2.3100  N6 1.024
19 O 1.4107 1.1436 3.1753  H20 0.973, H21 1.013
20 H 0.5098 1.5009 3.0896  O19 0.973
21 H 1.5698 0.8655 2.2146  O19 1.013